C4H11NO2 | wB97M-V/def2-TZVPD

The geometry in XYZ format:
```
18
Properties=species:S:1:pos:R:3
C 1.86 0.74 1.33
N 0.81 0.21 0.44
C 0.84 1.09 -0.74
C -0.52 0.35 1.19
C -1.46 -0.62 0.50
O -2.21 -1.37 1.07
H 1.95 0.04 2.20
H 2.73 0.89 0.60
H 1.63 1.68 1.86
H 1.70 0.92 -1.40
H 0.98 2.18 -0.53
H -0.13 0.99 -1.43
H -0.71 1.38 1.34
H -0.32 -0.18 2.14
H -1.37 -0.58 -0.60
O 0.08 -0.80 -3.00
H -0.14 0.12 -3.21
H 0.70 -0.91 -2.26
```

Properties
LUMO level in hartree: 0.0236
Energy above the lowest of the compared OMol25 structures with the same formula, charge and spin in kJ/mol: 266.6
DFT total energy in a.u.: -364.166619
Gap between HOMO and LUMO in eV: 10.323
SMILES string: CN(C)CC=O.O
Charge: 0
HOMO in eV: -9.7

***

C4H11NO2 | wB97M-V/def2-TZVPD

The geometry in XYZ format:
```
18
Properties=species:S:1:pos:R:3
C -0.03 2.09 -0.05
C -0.13 0.57 -0.03
C -1.37 0.04 0.71
O -1.50 -2.05 -1.07
N 1.08 0.00 0.57
C 1.21 -1.36 0.12
O 1.34 -1.48 -1.30
H -0.96 2.56 -0.35
H 0.32 2.50 0.90
H 0.71 2.33 -0.81
H -0.19 0.20 -1.05
H -2.09 0.84 0.89
H -1.13 -0.44 1.65
H -1.88 -0.74 0.06
H 1.89 0.55 0.34
H 2.00 -1.89 0.64
H 0.23 -1.82 0.31
H 0.51 -1.91 -1.55
```

Properties
LUMO level in hartree: -0.1552
Energy above the lowest of the compared OMol25 structures with the same formula, charge and spin in kJ/mol: 741.7
DFT total energy in a.u.: -363.985686
Gap between HOMO and LUMO in eV: 5.227
Charge: 0
HOMO in eV: -9.5